No. 1
{"formula": "C3H4P2", "method": "ωB97M-V with the def2-TZVPD basis set", "species": ["C", "C", "C", "P", "P", "H", "H", "H", "H"], "xyz": [[-0.5995, 0.6185, 0.6964], [0.4354, 0.8030, -0.3614], [0.0034, -0.6431, -0.0926], [-1.7504, -0.4842, -0.1349], [1.7767, -0.4030, 0.0228], [-0.3605, 0.8756, 1.6260], [0.1657, 1.1223, -1.7048], [-1.8327, -1.0756, 1.1888], [2.1620, -0.8135, -1.2403]], "nbo_charge": [-0.508, -0.453, -0.606, 0.671, 0.523, 0.231, 0.166, -0.017, -0.006], "s_squared": 2.01, "energy_ha": -799.05786, "de_lowest_kj_mol": 548.6, "charge": 0, "spin_multiplicity": 3, "homo_energy_ev": [-4.9, -9.1]}


No. 2
{"formula": "C47H50F6N4O4S3", "method": "ωB97M-V with the def2-TZVPD basis set", "species": ["C", "C", "C", "C", "C", "C", "C", "C", "C", "C", "C", "C", "N", "N", "N", "C", "C", "C", "C", "C", "C", "C", "C", "C", "C", "C", "C", "C", "C", "C", "C", "C", "C", "F", "F", "F", "C", "C", "C", "C", "H", "H", "H", "H", "H", "H", "H", "H", "H", "H", "H", "H", "H", "H", "H", "H", "H", "H", "H", "H", "H", "H", "H", "H", "H", "H", "H", "H", "H", "H", "H", "H", "H", "H", "H", "H", "H", "H", "H", "H", "F", "C", "F", "F", "S", "N", "S", "C", "C", "C", "C", "C", "C", "O", "O", "S", "C", "C", "C", "C", "C", "C", "O", "O", "H", "H", "H", "H", "H", "H", "H", "H", "H", "H"], "xyz": [[-4.8129, -0.4031, -3.9639], [-4.6290, -1.1062, -2.6175], [-5.1806, -2.5312, -2.6721], [-5.2700, -0.3101, -1.4832], [-6.6213, 0.0154, -1.5882], [-7.2762, 0.6728, -0.5469], [-6.6230, 0.8403, 0.6743], [-5.2919, 0.4480, 0.8320], [-4.6690, 0.4793, 2.2232], [-5.6020, -0.1025, 3.2924], [-4.2372, 1.9040, 2.5527], [-4.5712, 0.0281, -0.3063], [-3.2147, -0.4675, -0.1633], [-3.1507, -1.8107, 0.0218], [-1.8639, -2.0714, 0.3249], [-1.4415, -3.3683, 0.7978], [-1.4992, -4.4577, -0.0878], [-2.1733, -4.3481, -1.4572], [-3.0620, -5.5621, -1.7341], [-1.1693, -4.1111, -2.5806], [-0.8634, -5.6432, 0.2805], [-0.2050, -5.7496, 1.5028], [-0.2393, -4.6975, 2.4137], [-0.9168, -3.5175, 2.1035], [-1.1286, -2.4696, 3.1987], [0.2026, -1.9566, 3.7434], [-2.0282, -3.0109, 4.3196], [-1.0906, -0.9274, 0.2288], [0.3300, -0.9521, 0.4171], [0.9990, 0.1283, 1.0372], [2.3864, 0.1558, 1.0672], [3.0973, -0.9316, 0.5827], [4.5845, -0.8074, 0.5236], [5.2344, -1.9369, 0.9270], [4.9577, -0.5743, -0.7841], [5.0795, 0.2302, 1.2678], [2.4701, -2.0413, 0.0142], [1.0942, -2.0488, -0.0604], [-1.9188, 0.1290, -0.0574], [-1.4326, 1.4394, -0.2291], [-4.4969, 0.6455, -3.8915], [-4.2157, -0.8899, -4.7409], [-5.8665, -0.4254, -4.2677], [-3.5547, -1.1724, -2.4061], [-5.0925, -3.0153, -1.6919], [-6.2432, -2.5178, -2.9525], [-4.6331, -3.1368, -3.4065], [-7.1619, -0.2455, -2.5020], [-8.2991, 1.0364, -0.6775], [-7.1584, 1.2627, 1.5243], [-3.7773, -0.1608, 2.1881], [-5.9636, -1.0935, 2.9909], [-5.0767, -0.2150, 4.2480], [-6.4710, 0.5464, 3.4566], [-3.5244, 2.2534, 1.7961], [-5.1104, 2.5723, 2.5422], [-3.7644, 1.9606, 3.5404], [-2.8240, -3.4678, -1.3958], [-3.7933, -5.6867, -0.9283], [-3.6072, -5.4278, -2.6764], [-2.4677, -6.4805, -1.8076], [-0.5548, -3.2249, -2.3862], [-0.4944, -4.9695, -2.6900], [-1.6952, -3.9572, -3.5293], [-0.8742, -6.4868, -0.4093], [0.3058, -6.6719, 1.7616], [0.2484, -4.7819, 3.3851], [-1.6474, -1.6285, 2.7173], [0.8580, -1.6341, 2.9243], [0.0241, -1.0935, 4.3938], [0.7215, -2.7300, 4.3194], [-2.9622, -3.4049, 3.8979], [-1.5281, -3.8150, 4.8773], [-2.2796, -2.2036, 5.0176], [0.4095, 0.9346, 1.4810], [2.9157, 1.0125, 1.4431], [3.0475, -2.8817, -0.3760], [0.5632, -2.9098, -0.4798], [-0.3614, 1.5336, -0.3748], [-2.1461, 2.2453, -0.3620], [3.6664, 4.8423, 1.3363], [4.2055, 3.6495, 1.0030], [5.5476, 3.8142, 0.8719], [3.9988, 2.7887, 2.0419], [3.3823, 2.9732, -0.5300], [4.4644, 3.6368, -1.6499], [6.5747, 3.2489, -2.0892], [7.6351, 2.2133, -1.0090], [8.6985, 2.8001, -0.3338], [9.4861, 1.9783, 0.4744], [9.1336, 0.6391, 0.6712], [8.0411, 0.0904, 0.0025], [7.3670, 0.8586, -0.9411], [6.2806, 2.5278, -3.3067], [7.2001, 4.5425, -2.1472], [3.7447, 4.4144, -2.9282], [2.7009, 5.5775, -2.0763], [1.4442, 5.1527, -1.6500], [0.6940, 5.9905, -0.8162], [1.1662, 7.2853, -0.5420], [2.4054, 7.7198, -1.0319], [3.1648, 6.8751, -1.8427], [4.8078, 5.1567, -3.5449], [2.9029, 3.5346, -3.6886], [8.8907, 3.8648, -0.4549], [10.3712, 2.3859, 0.9670], [9.7108, 0.0195, 1.3564], [7.7000, -0.9244, 0.1960], [6.6240, 0.4342, -1.6030], [1.0543, 4.1870, -1.9693], [-0.2347, 5.6234, -0.3668], [0.5700, 7.9622, 0.0827], [2.7832, 8.7186, -0.7753], [4.1162, 7.1874, -2.2740]], "mulliken_charge": [-1.647, 0.642, -1.444, 0.191, -0.416, -1.411, -0.583, 0.661, 2.190, -1.637, -1.365, -0.857, 1.377, -0.727, 1.879, -1.031, 0.812, 2.662, -1.622, -1.449, -0.395, -1.667, -0.343, -0.146, 1.585, -1.494, -1.676, -1.171, 0.771, -1.500, -0.760, 0.404, 0.902, -0.301, -0.238, -0.248, -1.961, 0.430, 2.184, -2.905, 0.388, 0.461, 0.291, 0.272, 0.251, 0.468, 0.390, 0.342, 0.362, 0.304, -0.960, 0.377, 0.414, 0.363, 0.278, 0.324, 0.394, -1.387, 0.418, 0.413, 0.426, 0.325, 0.311, 0.434, 0.316, 0.386, 0.421, -0.495, 0.239, 0.418, 0.387, 0.407, 0.315, 0.438, 0.785, 1.119, 0.481, 0.391, 0.692, 0.329, -0.229, 0.694, -0.190, -0.235, -0.114, -0.283, 1.512, 0.402, -0.528, -0.483, -0.523, -0.447, -0.739, -0.546, -0.544, 1.353, 0.029, -0.250, -0.552, -0.362, -0.514, -0.544, -0.681, -0.657, 0.473, 0.376, 0.388, 0.410, 0.651, 0.552, 0.431, 0.340, 0.377, 0.450], "energy_ha": -4134.54979, "de_lowest_kj_mol": 127.7, "charge": 0, "spin_multiplicity": 1, "homo_energy_ev": -6.3}


No. 3
{"formula": "C37H40ClN8O2RbS3Te", "method": "ωB97M-V with the def2-TZVPD basis set", "species": ["Rb", "C", "S", "C", "S", "N", "N", "C", "C", "C", "C", "C", "C", "N", "H", "H", "H", "H", "H", "H", "H", "H", "C", "C", "C", "C", "C", "C", "C", "C", "C", "S", "C", "N", "H", "H", "H", "H", "H", "H", "H", "H", "Cl", "C", "C", "C", "C", "N", "C", "H", "H", "H", "H", "N", "H", "H", "H", "C", "C", "O", "O", "H", "H", "H", "N", "N", "H", "H", "H", "H", "Te", "C", "C", "C", "C", "C", "C", "C", "C", "C", "C", "C", "C", "H", "H", "H", "H", "H", "H", "H", "H", "H", "H"], "xyz": [[-1.1111, 0.2251, -0.4311], [-1.3210, -0.4269, -7.0368], [-2.3860, -0.3136, -5.5764], [-1.4949, -1.3963, -4.4331], [-0.0738, -2.1378, -4.9069], [-2.2046, -1.5882, -3.3737], [-1.7892, -2.1024, -2.2365], [-2.5363, -2.9939, -1.6845], [-2.3050, -3.5587, -0.3858], [-3.1357, -4.6123, 0.0419], [-2.9375, -5.1676, 1.2855], [-1.9326, -4.6509, 2.0905], [-1.1728, -3.6043, 1.5902], [-1.3188, -3.0875, 0.3879], [-1.8037, 0.1541, -7.8157], [-1.2272, -1.4713, -7.3219], [-0.3418, -0.0229, -6.8010], [-3.4284, -3.3556, -2.2123], [-3.9267, -4.9713, -0.6052], [-3.5604, -5.9841, 1.6318], [-1.7690, -5.0216, 3.0899], [-0.3931, -3.1725, 2.2038], [1.3373, 1.5329, 2.1473], [1.0048, 0.5641, 3.2375], [1.9412, 0.3273, 4.2625], [1.6344, -0.5650, 5.2510], [0.3814, -1.2095, 5.2457], [0.0193, -2.1232, 6.2464], [-1.2088, -2.7456, 6.1854], [-2.0900, -2.4542, 5.1596], [-1.8000, -1.5312, 4.1465], [-2.9730, -1.1770, 2.9725], [-0.5073, -0.9018, 4.1687], [-0.1614, -0.0428, 3.1992], [1.9188, 2.3649, 2.5409], [0.4323, 1.9116, 1.6750], [1.9370, 1.0401, 1.3770], [2.8986, 0.8306, 4.2425], [2.3339, -0.7971, 6.0478], [0.7123, -2.3212, 7.0556], [-1.4905, -3.4649, 6.9505], [-3.0526, -2.9457, 5.1216], [-7.4231, -1.5501, 1.0425], [-6.2372, -0.3062, 0.9029], [-6.5356, 0.9825, 1.3162], [-5.5557, 1.9498, 1.1462], [-4.3442, 1.5818, 0.5784], [-4.0731, 0.3437, 0.1981], [-4.9957, -0.5849, 0.3488], [-7.5008, 1.2123, 1.7482], [-5.7396, 2.9755, 1.4352], [-3.5546, 2.3046, 0.4186], [-4.7297, -1.5855, 0.0357], [-3.4592, 2.1638, -2.6254], [-2.5702, 2.4083, -2.1899], [-3.6322, 2.8524, -3.3511], [-3.2940, 1.2845, -3.1094], [-0.8401, 4.9642, -0.3382], [-0.2011, 3.7777, -1.0861], [0.8284, 4.0025, -1.7490], [-0.7489, 2.6639, -0.9735], [-0.0744, 5.6999, -0.1057], [-1.3018, 4.5977, 0.5756], [-1.6017, 5.4253, -0.9643], [2.4738, -2.5436, 0.3443], [1.4292, -1.6585, -0.0813], [2.1357, -3.2071, 1.0448], [3.2042, -1.9765, 0.7718], [0.7388, -1.5029, 0.6587], [0.9298, -2.1269, -0.8379], [1.9548, 1.6341, -1.5520], [3.4816, 3.0844, -1.9326], [4.0186, 3.9356, -0.9815], [4.9768, 4.8729, -1.3338], [5.4073, 4.9687, -2.6471], [4.8745, 4.1237, -3.6070], [3.9272, 3.1862, -3.2413], [3.5727, 0.2171, -1.3495], [4.5367, 0.4543, -0.3786], [5.6010, -0.4071, -0.1918], [5.7192, -1.5373, -0.9848], [4.7674, -1.7843, -1.9601], [3.7051, -0.9162, -2.1374], [3.6761, 3.8857, 0.0433], [5.3855, 5.5427, -0.5843], [6.1435, 5.7129, -2.9306], [5.1868, 4.2013, -4.6428], [3.5021, 2.5184, -3.9783], [4.4457, 1.3386, 0.2432], [6.3359, -0.1969, 0.5761], [6.5402, -2.2307, -0.8364], [4.8538, -2.6587, -2.5910], [2.9603, -1.1259, -2.8918]], "mulliken_charge": [0.853, -0.926, -0.069, 0.159, -0.496, -0.770, 0.532, -1.032, 0.926, -0.855, -0.477, -0.880, -0.185, 0.333, 0.331, 0.299, 0.251, 0.225, 0.374, 0.383, 0.429, 0.482, -0.649, 0.694, -0.757, -0.945, 1.203, -0.832, -0.593, -0.594, 0.326, -0.231, -0.729, 0.080, 0.502, 0.019, -0.066, 0.425, 0.352, 0.296, 0.327, 0.429, -0.290, 0.475, -0.457, -0.553, -0.353, 0.138, -0.593, 0.404, 0.367, 0.379, 0.296, -0.635, 0.175, 0.235, 0.213, -1.201, 0.544, -0.760, -0.241, 0.329, 0.284, 0.310, -0.616, 0.647, 0.216, 0.145, -0.461, 0.193, 0.261, 0.082, -0.102, -0.606, -0.354, -0.616, -0.507, 0.249, -0.249, -0.731, -0.386, -0.473, -0.538, 0.366, 0.375, 0.339, 0.373, 0.404, 0.183, 0.347, 0.334, 0.381, 0.535], "energy_ha": -3969.38704, "charge": -2, "spin_multiplicity": 1, "homo_energy_ev": -1.7}


No. 4
{"formula": "C3H7NO", "method": "ωB97M-V with the def2-TZVPD basis set", "species": ["C", "N", "C", "H", "H", "H", "H", "H", "C", "O", "H", "H"], "xyz": [[0.0574, -0.2816, 0.8591], [0.8005, -0.1448, -0.1373], [2.1929, -0.5599, 0.0358], [-0.9091, 0.1963, 0.9775], [0.4177, -0.7210, 1.8055], [2.8095, 0.3312, -0.0908], [2.5877, -1.1614, -0.7889], [2.2261, -1.1285, 0.9630], [-2.5661, 0.8716, -0.8904], [-3.0030, -0.1756, -1.2541], [-3.1225, 1.7011, -0.4198], [-1.4911, 1.0725, -1.0595]], "nbo_charge": [-0.056, -0.386, -0.445, 0.164, 0.128, 0.215, 0.207, 0.176, 0.268, -0.491, 0.103, 0.118], "energy_ha": -248.42156, "de_lowest_kj_mol": 275.5, "charge": 0, "spin_multiplicity": 1, "smiles": "C=NC.C=O", "homo_energy_ev": -9.9}


No. 5
{"formula": "C8H16O3S", "method": "ωB97M-V with the def2-TZVPD basis set", "species": ["C", "C", "C", "C", "O", "C", "O", "O", "C", "C", "C", "S", "H", "H", "H", "H", "H", "H", "H", "H", "H", "H", "H", "H", "H", "H", "H", "H"], "xyz": [[-2.2226, 2.4224, 0.0442], [-1.9748, 2.0629, -1.4237], [-1.3063, 0.6927, -1.6204], [-2.2230, -0.4623, -1.2368], [-1.5190, -1.6799, -0.9415], [-0.6906, -1.5901, 0.1193], [-1.0447, -1.3676, 1.2514], [0.5733, -1.8041, -0.2621], [1.4556, -2.2808, 0.7715], [2.1581, -1.1432, 1.4988], [3.2235, -0.4609, 0.6293], [4.5136, 0.3665, 1.6154], [-2.7540, 1.6391, 0.5876], [-2.8592, 3.3122, 0.0969], [-1.2904, 2.6707, 0.5542], [-1.2951, 2.8128, -1.8388], [-2.9038, 2.1013, -2.0000], [-1.0326, 0.5787, -2.6743], [-0.3677, 0.6792, -1.0568], [-2.8676, -0.7055, -2.0843], [-2.8860, -0.2021, -0.4066], [2.1838, -2.9121, 0.2555], [0.9016, -2.9075, 1.4731], [2.6134, -1.5374, 2.4102], [1.4100, -0.4008, 1.7913], [3.7655, -1.1912, 0.0273], [2.7504, 0.2789, -0.0181], [3.6886, 1.0281, 2.4373]], "nbo_charge": [-0.613, -0.393, -0.431, -0.066, -0.518, 0.992, -0.618, -0.507, -0.067, -0.445, -0.509, -0.042, 0.206, 0.212, 0.206, 0.208, 0.197, 0.212, 0.203, 0.195, 0.185, 0.189, 0.204, 0.223, 0.226, 0.217, 0.216, 0.116], "energy_ha": -938.33045, "de_lowest_kj_mol": 0.0, "charge": 0, "spin_multiplicity": 1, "smiles": "CCCCOC(=O)OCCCS", "homo_energy_ev": -9.1}


No. 6
{"formula": "C9H22I2N2O4Si2", "method": "ωB97M-V with the def2-TZVPD basis set", "species": ["C", "C", "O", "N", "C", "Si", "N", "O", "Si", "O", "C", "C", "C", "O", "C", "I", "C", "C", "I", "H", "H", "H", "H", "H", "H", "H", "H", "H", "H", "H", "H", "H", "H", "H", "H", "H", "H", "H", "H", "H", "H"], "xyz": [[-1.1161, 1.8854, -3.6106], [0.3563, 1.1331, -3.4157], [1.3977, 1.7270, -4.0035], [0.3900, -0.1237, -2.5750], [-0.0678, -1.3527, -3.3282], [1.9587, -0.3592, -1.7275], [2.4129, -2.0835, -1.4410], [1.9933, 0.6599, -0.2970], [0.6522, 0.3330, 0.7928], [-0.9503, 0.6782, 0.0668], [0.6423, -1.4669, 1.4777], [-0.8031, -1.9096, 2.1844], [-0.5710, -3.4987, 2.6515], [-1.9183, -1.9776, 1.1843], [0.8193, 1.6520, 2.2392], [2.0935, 0.9848, 3.8873], [-0.6698, 2.2140, 2.7082], [-1.0965, 3.5566, 1.8087], [-0.5066, 2.7596, 4.8236], [-1.5843, 1.4055, -4.5797], [-0.9979, 3.0538, -3.6653], [-1.7539, 1.6546, -2.6488], [0.7589, -2.1628, -3.5009], [-0.4361, -0.9680, -4.3964], [-1.0481, -1.7949, -2.8126], [3.0006, 0.1819, -2.6385], [2.9529, -2.3746, -2.2959], [1.5812, -2.7105, -1.3491], [-0.8932, 1.5038, -0.5056], [1.4659, -1.5875, 2.3335], [0.8755, -2.3043, 0.6935], [-1.0797, -1.2427, 3.1122], [-0.3553, -4.1559, 1.6784], [0.4132, -3.5617, 3.2953], [-1.5074, -3.9565, 3.1857], [-2.6955, -1.5286, 1.6486], [1.3586, 2.5913, 1.7373], [-1.5064, 1.3925, 2.5702], [-0.1455, 4.2290, 1.5487], [-1.8327, 4.2696, 2.3975], [-1.5872, 3.2543, 0.7659]], "nbo_charge": [-0.727, 0.712, -0.564, -0.940, -0.437, 1.890, -1.274, -1.214, 2.125, -1.077, -0.996, 0.105, -0.648, -0.739, -0.897, 0.139, -0.358, -0.656, 0.091, 0.248, 0.255, 0.224, 0.212, 0.209, 0.221, -0.199, 0.396, 0.386, 0.485, 0.278, 0.252, 0.187, 0.214, 0.212, 0.223, 0.475, 0.263, 0.242, 0.220, 0.243, 0.218], "energy_ha": -1940.97182, "charge": 0, "spin_multiplicity": 1, "homo_energy_ev": -8.4}